Density functional theory data (ωB97M-V/def2-TZVPD) for a structure of composition C51H47I2N7O4PbS2.

Each line ends with the Mulliken charge.
Atoms and positions in Å:
Pb -0.970604 -0.096988 -0.673528  2.2211
I 6.550716 -3.459350 -1.100464  -0.0340
C 4.811308 -2.299476 -1.255367  -0.6721
C 4.485527 -1.705348 -2.464564  -0.3938
C 3.323827 -0.963319 -2.548150  -0.0401
I 2.816844 -0.031993 -4.348564  -0.0415
C 2.418065 -0.778266 -1.463408  0.7084
O 1.348358 -0.105511 -1.588707  -0.4012
C 2.813516 -1.410888 -0.236050  -0.0169
C 1.936389 -1.263544 0.980605  -0.7358
N 0.601165 -1.798536 0.788604  1.6678
C 0.492244 -3.188691 0.396439  -0.7554
C 0.813957 -3.382720 -1.071771  0.0389
C 1.781134 -4.285342 -1.501726  -0.9932
C 2.064624 -4.375576 -2.852572  -0.4240
C 1.366079 -3.567439 -3.736227  -0.7738
C 0.408507 -2.709047 -3.219814  -0.3864
N 0.134664 -2.617466 -1.924111  0.3036
C 3.981696 -2.140532 -0.151699  -0.4784
H 5.123892 -1.818141 -3.330479  0.4366
H 1.823218 -0.199703 1.223040  -0.8017
H 2.454788 -1.742992 1.828944  0.5693
H -0.040335 -1.516940 1.530744  -0.6762
H -0.549093 -3.488857 0.540760  0.2976
H 1.134386 -3.855059 0.995170  0.3308
H 2.331456 -4.869834 -0.774959  0.3980
H 2.838621 -5.045691 -3.207015  0.4032
H 1.571020 -3.577989 -4.798482  0.4124
H -0.152865 -2.049018 -3.873911  0.4864
H 4.241708 -2.606160 0.792849  0.5291
C -3.393622 2.492409 0.687625  -0.7553
C -3.738142 1.096492 1.101728  0.2724
N -4.247862 0.301421 0.240768  -0.5166
N -4.690098 -0.912960 0.757929  -0.4240
C -4.261952 -1.992927 0.223361  0.5468
S -3.128550 -2.273253 -1.046129  -0.3581
S -4.912370 -3.499143 0.998483  -0.2951
C -4.900283 -3.004739 2.746072  -0.7321
C -3.611530 -3.326299 3.459896  0.6451
C -3.628404 -3.761316 4.780198  -0.7177
C -2.447150 -4.004683 5.470349  -0.5753
C -1.226407 -3.819058 4.839622  -0.7911
C -1.199978 -3.388120 3.518601  -0.5236
C -2.379447 -3.142859 2.835094  1.4015
C -3.467190 0.727776 2.519081  -0.1125
C -4.412945 0.924326 3.510436  -0.4464
C -4.167212 0.558069 4.830465  -1.0978
C -2.942002 -0.021353 5.139744  -1.2275
C -1.985516 -0.220767 4.159931  0.8481
C -2.208147 0.150129 2.817024  -0.9427
O -1.304843 -0.053946 1.895928  1.1500
H -3.497833 2.619456 -0.388629  0.2809
H -4.051438 3.194610 1.210381  0.3415
H -2.374696 2.732853 0.991810  -0.0719
H -5.078170 -1.926796 2.750220  0.1306
H -5.741913 -3.487242 3.245539  0.5017
H -4.581914 -3.899116 5.279710  0.3263
H -2.482720 -4.338889 6.501084  0.3482
H -0.300839 -4.003915 5.372380  0.4198
H -0.249567 -3.225303 3.022724  0.4267
H -2.352617 -2.792053 1.809145  -0.8369
H -5.371720 1.355134 3.238399  0.4491
H -4.919063 0.712165 5.595161  0.3225
H -2.733935 -0.339519 6.156406  0.4346
H -1.054388 -0.720866 4.396857  0.1792
O -0.224521 4.136259 -2.630260  -0.8583
C -0.660066 3.029124 -2.245306  -0.2175
N -0.449104 2.406392 -1.101940  0.5220
C 0.326359 3.144849 -0.123117  -0.7397
C 1.775427 2.734624 -0.045547  0.6305
C 2.533824 2.537388 -1.200179  -1.0608
C 3.851277 2.149343 -1.075895  -0.1745
C 4.385417 1.966358 0.197331  -1.0443
C 3.564224 2.192304 1.285273  0.0519
N 2.287162 2.567498 1.175013  0.4271
C -1.607608 2.299464 -3.190741  0.1989
C -2.040518 2.942592 -4.345554  -0.6985
C -2.961205 2.306825 -5.158947  -0.2748
C -3.426556 1.048932 -4.801727  -0.9384
C -2.932127 0.470365 -3.643480  -0.3516
N -2.039047 1.080674 -2.867716  0.2416
H 0.295092 4.219827 -0.343478  0.4570
H -0.100709 2.993270 0.870118  -0.6813
H 2.063366 2.659857 -2.165929  0.5322
H 4.451837 1.964189 -1.958939  0.4054
H 5.407241 1.638191 0.339469  0.4350
H 3.931355 2.057497 2.300653  -0.1313
H -1.641996 3.925078 -4.554503  0.5106
H -3.321867 2.789388 -6.060474  0.3867
H -4.159770 0.523718 -5.399643  0.4270
H -3.265241 -0.504718 -3.299965  0.3441
C 5.647932 2.759716 6.062348  -1.5593
C 4.296341 2.657071 5.406507  0.9932
C 3.638028 1.441423 5.308023  -1.2431
C 2.394476 1.336633 4.690603  0.6954
C 1.727429 -0.012938 4.609611  -0.6903
C 1.787289 2.485510 4.173927  0.3823
C 0.474635 2.345642 3.477445  1.0863
O -0.344667 3.231767 3.399860  -0.7506
C 2.440663 3.726436 4.255383  1.3213
C 1.875526 4.973207 3.634527  -1.4669
C 3.684765 3.784580 4.870190  -1.0766
H 5.987347 1.786526 6.417314  0.3484
H 5.620720 3.441064 6.915659  0.3383
H 6.393746 3.142688 5.362458  0.3180
H 4.102493 0.547432 5.712262  0.2472
H 2.343733 -0.768730 5.097138  0.5092
H 1.567042 -0.321128 3.574112  -0.3308
H 0.749947 -0.002934 5.091351  0.2142
H 0.262080 1.360050 3.030535  -0.5896
H 1.570759 4.774659 2.606755  0.1353
H 2.627455 5.764364 3.639898  0.3383
H 0.987889 5.316756 4.163859  0.2977
H 4.201251 4.739112 4.913862  0.3040

Atoms 1-6, force components in eV/Å:
Pb -0.05 0.12 0.03
I -0.01 0.01 0.00
C 0.00 0.00 -0.02
C 0.00 0.00 0.02
C 0.00 0.00 0.00
I 0.03 0.03 0.00

Strongest force on any atom, eV Å⁻¹: 0.3
HOMO-LUMO gap, eV: 5.59
Total charge: -2